# 1
14
Properties=species:S:1:pos:R:3:forces:R:3:nbo_charge:R:1 method="wB97M-V/def2-TZVPD" charge=0 homo_energy_ev=-8.84
C -0.26304 -0.46169 -1.00506 -0.2413 -0.0735 -0.0019 -0.442
C -0.72759 -1.31759 0.17735 0.0375 -0.1785 0.2781 -0.720
C 0.09752 0.95279 -0.58144 -0.1845 0.1892 -0.3869 -0.358
C 1.09937 0.96506 0.51729 -0.6748 -2.5796 1.8060 -0.496
P 0.33627 -1.03166 1.68837 1.0091 2.3198 -1.7871 0.490
I -1.70090 2.02870 0.05342 0.3500 -0.1985 -0.0814 0.055
I 3.10801 0.67696 -0.12540 -0.2744 0.0422 0.0274 0.128
H 0.63417 -0.90982 -1.44655 -0.0139 0.0784 0.0069 0.225
H -1.04355 -0.44203 -1.76803 0.1269 -0.0035 -0.1093 0.228
H -1.76861 -1.10814 0.43172 0.0864 0.0375 -0.0857 0.236
H -0.66480 -2.37347 -0.10171 0.0042 0.0918 0.0380 0.237
H 0.44834 1.51486 -1.45254 -0.1330 0.0328 0.1394 0.242
H 1.05936 1.76338 1.24214 0.0794 0.1077 -0.0592 0.216
H -0.61456 -0.25734 2.37043 -0.1715 0.1342 0.2156 -0.040

# 2
158
Properties=species:S:1:pos:R:3:forces:R:3:mulliken_charge:R:1 method="wB97M-V/def2-TZVPD" charge=-2 homo_energy_ev=0.84
O 2.64753 0.80462 1.37393 -0.3363 -0.1898 -0.5637 -0.915
C 1.82929 0.26526 0.42774 0.7112 0.9948 0.9054 0.718
C 0.38446 0.86421 0.32326 0.3657 0.6622 -0.8067 2.674
O 0.25048 2.15788 -0.12912 -0.0920 -0.8012 0.1596 -1.046
H 1.74814 -0.83521 0.64251 -0.6984 -0.5666 -0.3379 -0.820
H 2.23989 0.34006 -0.61009 0.1058 -0.0580 -0.3690 -0.100
H -0.00751 0.61252 1.34100 -0.3724 0.4733 0.5894 -0.769
H -0.22486 0.19553 -0.33322 0.0508 -0.7098 -0.2422 -1.508
C -0.82174 -0.12825 -6.33535 0.5574 -0.0706 -0.4533 -1.985
C -1.49501 -1.21033 -5.51585 -0.8389 -0.2794 1.2578 1.793
C -0.96055 -1.20005 -4.06949 0.1390 0.0250 0.1246 -1.577
C -1.59179 -0.09879 -3.20562 0.4081 -0.7576 -1.0241 0.564
C -3.10839 -0.18369 -3.28703 0.0891 0.6312 -0.2109 0.748
C -3.71454 -0.09978 -4.73520 -0.0241 0.0057 1.7025 1.812
N -2.97523 -1.03918 -5.52275 0.4464 -1.6217 -0.1419 0.490
O -3.40184 -1.10532 -6.88289 -0.4171 0.3651 -0.0951 -0.568
C -5.18549 -0.54545 -4.51380 0.4307 0.0375 -0.4890 -1.939
C -3.70418 1.35773 -5.16787 0.7089 0.0111 -0.3660 -1.644
C -1.16843 -2.61275 -6.07073 0.1505 0.8796 -0.0809 -2.125
H -1.31781 -0.09548 -7.30603 0.2796 0.1509 -0.1330 0.556
H 0.24314 -0.35945 -6.43611 -0.0595 -0.1629 -0.3142 0.434
H -0.81245 0.87023 -5.90322 -0.4546 -0.0603 0.2466 0.366
H -1.00061 -2.18281 -3.58649 -0.6269 0.0183 -0.2544 0.512
H 0.12385 -1.07231 -4.14656 -0.0110 0.4058 -0.0040 0.609
H -1.19555 0.81556 -3.64141 -0.2610 0.4283 0.5123 0.069
H -1.22154 -0.22787 -2.18822 -0.0436 0.4671 0.1159 -0.615
H -3.55357 0.66931 -2.76954 0.0686 -0.0255 0.2478 0.835
H -3.42003 -1.08352 -2.75339 -0.1285 0.7448 -0.7768 -1.211
H -5.86280 -0.36406 -5.35237 0.1984 0.0660 -0.1895 0.407
H -5.20440 -1.61156 -4.28306 -0.0666 0.0292 0.1846 0.382
H -5.54880 0.04765 -3.67444 -0.1861 -0.2167 0.0877 0.384
H -3.97992 1.45783 -6.21934 -0.4105 0.1078 0.1101 0.392
H -4.33695 1.91363 -4.47706 -0.1952 0.1977 -0.3416 0.461
H -2.70136 1.78102 -5.09149 0.0112 -0.0008 0.1313 0.031
H -1.72095 -3.43012 -5.60910 -0.3309 0.2729 0.1507 0.369
H -0.12527 -2.75696 -5.78355 0.1622 -0.2460 -0.6240 0.411
H -1.35251 -2.59862 -7.14537 0.3817 -0.3429 -0.0625 0.439
H -3.96828 -1.88404 -6.89984 0.0558 0.0313 0.0105 0.338
C 1.42861 1.47523 -3.54837 -1.7352 0.6255 -0.1438 -0.380
C 2.30569 2.74720 -3.67688 0.9337 -1.1029 -0.1786 2.611
C 2.87850 2.84923 -5.11775 -0.1660 0.7206 0.8287 -1.691
C 1.87917 3.39624 -6.12108 -0.5905 1.0689 -1.0278 -0.250
C 1.27585 4.74599 -5.61927 0.2682 -1.0953 1.8675 -1.484
C 0.65135 4.53559 -4.20699 -1.1120 0.4730 -1.1444 1.811
N 1.63006 3.99281 -3.29999 1.0419 -0.0211 -0.9357 0.203
O 1.25820 4.02408 -1.95771 -0.5978 -0.3577 -0.6018 -0.446
C 0.13871 5.86540 -3.65171 0.4533 0.2753 -0.4621 -2.047
C -0.67655 3.71134 -4.41806 0.8202 -0.2352 1.1002 -1.337
C 3.48407 2.51815 -2.72358 0.0097 0.4696 -0.0122 -2.158
H 0.87418 1.58471 -2.60751 0.1537 -0.4526 0.1998 -0.451
H 1.79565 0.44929 -3.59850 1.0723 0.3726 0.3148 0.453
H 0.65150 1.44745 -4.31395 0.0638 0.2240 -0.1945 -0.546
H 3.72886 3.53992 -5.11326 0.0723 -0.0145 0.2036 0.351
H 3.28056 1.84847 -5.27888 -0.1606 0.0135 -0.6659 0.475
H 1.11921 2.66405 -6.40272 -0.1637 0.0533 0.2220 -0.083
H 2.32369 3.72650 -7.06784 0.4674 -0.6674 -0.0755 0.482
H 0.47756 5.21717 -6.19236 0.1652 -0.3548 -0.5977 0.451
H 2.11037 5.44768 -5.53122 -0.0302 0.1332 0.0196 0.410
H 0.92872 6.58447 -3.42348 0.2503 -0.3526 0.3627 0.429
H -0.41664 6.36910 -4.44943 -0.4958 -0.1879 0.1968 0.428
H -0.45537 5.63846 -2.77032 -0.1066 0.4552 0.0173 0.370
H -1.45168 4.28285 -4.92638 0.0212 0.1044 0.0399 0.575
H -0.52846 2.76040 -4.91641 0.0155 0.0937 -0.2901 -0.289
H -0.98140 3.46421 -3.39570 -0.4993 -0.0366 -0.1230 0.422
H 4.18889 1.80071 -3.15095 -0.2160 -0.2947 0.0547 0.388
H 3.10237 2.17506 -1.76118 0.2753 0.0246 0.1049 0.388
H 4.05002 3.44503 -2.60454 -0.1388 0.1093 0.1729 0.508
H 0.64970 3.25757 -1.84800 0.1746 -0.0367 1.4601 0.340
C -3.29075 2.63395 3.82373 0.0308 0.1548 -1.0842 -2.119
C -2.26116 3.46281 4.60200 -0.4897 0.1501 1.0621 1.910
C -2.80326 3.41811 6.03875 0.4508 -1.4267 0.7996 -1.450
C -1.85731 3.80983 7.15665 -0.9271 1.0179 -0.5953 -0.765
C -0.52865 3.08511 7.00693 -0.2675 -0.6096 0.2566 -1.239
C 0.06158 2.97959 5.54491 0.3802 1.2836 1.0450 1.618
N -0.95772 2.82580 4.51338 -0.4002 -0.3490 1.2251 0.399
O -0.36184 2.93726 3.24330 -0.6850 -0.0070 0.2427 -0.192
C 0.91965 4.31182 5.44933 -0.5560 -1.6237 -3.0549 -1.745
C 1.01992 1.77487 5.40275 0.7512 0.4412 2.1756 -1.982
C -2.28672 4.92734 4.15529 -0.0715 -0.3204 -1.9737 -1.801
H -3.07099 2.63708 2.75094 -0.2356 0.4657 -0.0383 0.479
H -4.27608 3.05178 4.04280 -0.0907 0.0454 -0.4098 0.435
H -3.35596 1.56296 4.02721 0.4547 0.1093 0.7279 0.339
H -3.76772 3.92631 6.09106 0.0894 0.1671 -0.0754 0.451
H -2.98665 2.37152 6.32403 -0.3606 -0.1363 -0.5965 0.412
H -2.39813 3.61674 8.08965 0.4128 -0.4253 0.1700 0.414
H -1.79135 4.90629 7.19005 0.6900 -0.0181 -0.2521 0.372
H -0.55362 2.07982 7.44223 -0.5096 -0.0856 -0.0997 0.512
H 0.11525 3.63728 7.69730 0.6993 -0.1893 -0.5067 0.302
H 1.75435 4.29771 6.13956 -0.1265 0.4146 0.1793 0.449
H 1.27375 4.19324 4.41443 0.8072 0.1831 0.2378 0.429
H 0.32595 5.20817 5.27744 -0.0712 0.1939 1.1913 0.303
H 1.46827 1.70591 6.40944 0.3348 0.0565 -0.0515 0.497
H 0.58599 0.77951 5.32489 -0.5151 0.2758 -0.6754 0.316
H 1.87337 1.91424 4.74342 -0.4301 -0.0286 -0.5441 0.333
H -3.30855 5.30300 4.05600 -0.0339 0.1212 0.6097 0.456
H -1.96731 4.92083 3.10545 0.3339 0.0986 0.1038 0.344
H -1.62113 5.61100 4.67405 -0.1985 -0.0856 0.3707 0.275
H -0.61801 2.08882 2.85314 0.7051 0.1097 -0.6915 0.204
C 3.95628 -4.18372 5.02968 -0.0482 -0.1433 1.7795 -1.900
C 4.89854 -3.01677 4.65695 0.3514 -0.2036 -1.2653 1.804
C 6.32262 -3.56747 4.33206 -0.1831 -1.8490 -0.6519 -0.966
C 6.49061 -4.07783 2.87784 0.6754 1.2342 -1.6178 -1.088
C 5.13847 -4.35212 2.21912 1.4211 -1.4243 0.4187 -1.453
C 4.28552 -3.10094 2.24045 -0.8882 -0.0551 -1.5899 2.433
N 4.48446 -2.26831 3.43618 0.8623 -0.3285 0.7928 -0.390
O 3.41219 -1.38709 3.68525 0.0755 -1.1406 0.1483 -0.068
C 4.64708 -2.24334 0.99549 0.1710 0.2322 0.4400 -1.536
C 2.85675 -3.58753 1.97487 -2.0087 1.5098 0.8734 -1.934
C 4.98489 -2.07211 5.83850 -0.1364 -0.4119 0.5212 -1.980
H 4.36067 -4.67036 5.93004 0.4569 -0.1206 -0.2100 0.495
H 3.02237 -3.84706 5.49581 -0.2872 0.3285 -0.7619 0.385
H 3.76861 -4.98010 4.32075 0.0214 0.2932 -0.2618 0.313
H 7.15752 -2.94379 4.64443 -0.2329 0.3616 -0.0355 0.409
H 6.40834 -4.52227 4.86492 0.0941 0.2957 0.6692 0.302
H 6.97998 -3.37405 2.18609 -0.4660 0.9510 0.5356 0.335
H 7.27986 -4.81843 2.69467 -0.5783 -0.8918 0.9378 0.502
H 4.71201 -5.28158 2.61609 -0.4714 0.4753 0.7253 0.390
H 5.24477 -4.72590 1.19600 0.3151 0.7010 -0.2474 0.766
H 3.89344 -1.47217 0.81641 -0.1904 -0.1034 -0.0785 0.033
H 4.79354 -2.92716 0.15859 -0.2724 0.2181 -0.2808 0.353
H 5.56274 -1.66323 1.12847 0.1586 -0.2753 0.2425 0.429
H 2.70304 -4.17340 1.07101 0.4325 -0.1405 0.0289 0.456
H 2.19488 -2.71548 1.86393 0.3896 0.2142 -0.6457 0.128
H 2.28372 -4.02295 2.80441 0.7495 -0.8269 0.1656 0.343
H 4.01203 -2.02616 6.33108 -0.0681 0.6424 -0.2302 0.325
H 5.62432 -2.49683 6.61919 0.2798 -0.0670 -0.2015 0.461
H 5.37417 -1.10375 5.53489 -0.2232 0.0862 0.0529 0.438
H 2.70095 -2.00225 3.93781 -0.3882 0.5635 -0.0977 0.259
C -3.39451 -2.46131 2.79932 -1.2604 0.3694 0.0007 -2.173
C -2.76860 -2.39195 1.39217 -0.2845 0.0253 1.0196 2.282
C -1.37891 -2.93780 1.64334 2.2367 0.1355 -1.3689 -1.803
C -0.60198 -3.45020 0.40549 -1.8605 -1.1215 -0.2442 0.507
C -1.54593 -4.40053 -0.38021 -0.2794 0.2825 1.4256 -2.329
C -3.00096 -3.91386 -0.68387 1.1541 1.0053 -0.1087 2.590
N -3.55133 -3.24169 0.50197 1.2052 -2.0868 0.3432 0.391
O -4.89295 -2.89016 0.34153 -0.2991 0.6426 -0.3639 -0.503
C -2.92046 -2.99618 -1.91026 -0.6683 -0.0300 0.1630 -2.165
C -3.80816 -5.14843 -1.00599 -0.8898 -2.1978 -0.9122 -1.920
C -2.66799 -0.94333 0.89780 -1.0328 -0.0289 -0.6063 -1.213
H -4.48531 -2.35334 2.75757 0.1196 0.9433 -0.1164 0.418
H -2.90694 -1.68714 3.39242 -0.3360 0.0116 0.2502 0.403
H -3.37735 -3.40968 3.34515 0.9557 -0.2433 -0.4311 0.430
H -0.72327 -2.12346 1.96605 -0.4169 0.2204 0.4970 0.370
H -1.31086 -3.70558 2.41402 -0.4692 -0.1407 -0.0392 0.402
H 0.13065 -4.16577 0.77907 0.6648 0.5798 -0.1355 0.059
H -0.17650 -2.68148 -0.23626 0.1579 0.1909 0.2844 -0.085
H -1.70813 -5.22159 0.32833 0.1579 -0.3509 -0.2366 0.588
H -1.00865 -4.77139 -1.25406 -0.4914 -0.0886 -0.2804 0.455
H -2.88454 -3.60378 -2.81717 0.3735 0.1525 -0.1140 0.622
H -3.79742 -2.35104 -2.02273 -0.2368 -0.8017 0.4946 0.245
H -2.09046 -2.29061 -1.84983 0.1503 -0.4459 0.0412 -0.783
H -4.41275 -5.67632 -0.25746 -0.0025 0.9480 0.6598 0.377
H -4.47101 -5.10195 -1.87683 -0.0531 0.6333 0.0679 0.374
H -3.19142 -6.01910 -1.27069 0.5848 0.4529 -0.1965 0.449
H -2.03327 -0.28208 1.48245 0.0790 -0.1513 0.0720 0.291
H -3.67678 -0.52288 0.82502 -0.0318 0.0712 0.2821 0.463
H -2.32643 -0.92104 -0.13790 0.4080 -0.0347 0.1380 -0.007
H -5.39310 -3.68264 0.57161 0.1686 0.0466 0.1419 0.356

ΔE to the lowest compared entry with this formula, charge and spin: 117.72; 252.07 (kJ/mol)
DFT total energy: -29750.2317; -72115.0296 (eV)